Formula: C11H24ClI2N2P2Ru
Source: OMol25
Level of theory: ωB97M-V with the def2-TZVPD basis set

CARTESIAN COORDINATES (ANGSTROEM)
I  2.27008  -0.43622  -3.98382
I  3.81042  0.21305  -2.14096
Ru  -0.50465  -0.09424  0.59267
P  0.37913  -1.99153  1.35965
C  -0.55930  -2.53095  2.78500
C  0.50686  -3.55383  0.35078
H  0.93275  -4.44738  0.83816
H  2.46654  -2.82510  2.53663
H  1.12242  -3.36916  -0.53929
H  2.83815  -1.91373  1.06487
H  -1.60557  -2.70799  2.46132
H  -0.48437  -3.82412  -0.02152
C  2.15112  -1.96614  1.92225
H  -0.19719  -3.46251  3.27286
H  2.31314  -1.06291  2.51926
H  -0.57385  -1.72605  3.53956
P  -0.15660  1.76001  -1.28164
C  -1.29378  3.03058  -0.74966
C  1.20898  2.80005  -1.96708
H  -0.08489  0.70645  -3.48848
H  -0.79501  2.31550  -3.57618
H  -1.78589  0.96181  -2.93752
C  -0.79033  1.39490  -2.98035
H  1.96489  2.16465  -2.45172
H  0.83521  3.48378  -2.73115
H  -1.12510  3.96093  -1.31406
H  -1.11269  3.22793  0.31557
H  1.69949  3.36778  -1.18585
H  -2.32216  2.68580  -0.89306
Cl  0.89948  -0.92588  -1.11573
N  -0.50420  1.05314  3.16561
C  -1.86145  1.06365  3.11477
C  -2.75418  1.62011  4.06421
C  -4.05032  1.91956  3.64104
C  -4.40280  1.53437  2.32175
C  -3.51945  0.77228  1.54755
N  -2.23497  0.58109  1.89510
H  -0.10950  0.84938  2.24678
H  0.03688  1.38549  3.94357
H  -2.33155  1.85951  5.05937
H  -4.77997  2.42747  4.32299
H  -5.38500  1.79353  1.92064
H  -3.84755  0.35713  0.58869

## Properties
HOMO (alpha / beta), eV: -17.336 / -17.775
2S+1: 5
Total charge: +3
Gap between HOMO and LUMO (alpha / beta), eV: 7.066 / 4.691
⟨S²⟩: 6.0463
LUMO level (alpha / beta), hartree: -0.3774 / -0.4808

Charge distribution, Löwdin scheme, values in e: 0.628, 0.571, 0.528, 0.592, -0.268, -0.264, 0.084, 0.079, 0.003, 0.039, 0.062, 0.055, -0.231, 0.088, 0.037, 0.033, 0.688, -0.302, -0.272, -0.076, 0.071, 0.053, -0.279, -0.090, 0.071, 0.071, 0.035, 0.057, 0.047, -0.068, 0.259, -0.296, 0.098, 0.049, 0.068, -0.024, -0.003, 0.019, 0.160, 0.162, 0.167, 0.151, 0.148



Formula: C3H4NO
Source: OMol25
Level of theory: ωB97M-V with the def2-TZVPD basis set

CARTESIAN COORDINATES (ANGSTROEM)
C  -0.47455  0.79308  -0.19842
C  1.62046  0.35698  -0.32336
C  -0.30548  -0.52934  0.17413
N  1.14486  -0.74580  0.19187
O  0.66527  1.25646  -0.62478
H  -1.31429  1.47691  -0.21395
H  2.53079  0.62720  -0.60716
H  -0.47994  -0.53131  1.35352
H  -1.05274  -1.35381  -0.24959

## Properties
HOMO, eV: -17.089
Total charge: +1
Gap between HOMO and LUMO, eV: 10.193
LUMO level, hartree: -0.2534

Charge distribution, Löwdin scheme, values in e: 0.059, -0.055, -0.124, 0.165, 0.171, 0.184, 0.122, 0.243, 0.234



Formula: C2HMgO3
Source: OMol25
Level of theory: ωB97M-V with the def2-TZVPD basis set

CARTESIAN COORDINATES (ANGSTROEM)
C  1.19359  1.24394  -0.05262
O  0.64448  0.13246  0.28017
C  -0.77092  -0.35887  -0.27701
O  -1.29364  0.35713  -1.07060
O  -1.01071  -1.36752  0.39733
Mg  0.59927  -1.61858  1.67738
H  0.63793  1.61145  -0.95465

## Properties
HOMO (alpha / beta), eV: -7.609 / -8.737
2S+1: 2
Total charge: 0
Gap between HOMO and LUMO (alpha / beta), eV: 7.424 / 7.419
⟨S²⟩: 0.7505
LUMO level (alpha / beta), hartree: -0.0068 / -0.0485

Charge distribution, Löwdin scheme, values in e: 0.044, -0.304, -0.661, 0.136, -0.114, 0.874, 0.025



Formula: C5H8Cl2N3
Source: OMol25
Level of theory: ωB97M-V with the def2-TZVPD basis set

CARTESIAN COORDINATES (ANGSTROEM)
C  1.93781  1.21384  0.12974
C  1.01378  -0.14298  -1.69389
C  0.00017  -0.71817  0.47214
C  -2.13714  0.50192  0.90021
C  -1.31242  -0.76512  1.09135
N  1.03817  1.06662  0.93557
N  1.99652  0.49287  -1.18909
N  0.01395  -0.65716  -0.96603
Cl  0.96018  -0.40023  -3.44027
Cl  1.31541  -1.75530  1.03733
H  2.85832  1.94263  0.10693
H  -2.90493  0.14536  0.23490
H  -1.49626  1.23752  0.58770
H  -2.64907  0.82143  1.77071
H  -1.63414  -1.69421  0.73826
H  -1.15083  -0.89452  2.29030
H  2.72099  0.98753  -1.64754
H  -0.57052  -1.38203  -1.35832

## Properties
HOMO, eV: -13.860
Total charge: +1
Gap between HOMO and LUMO, eV: 9.064
LUMO level, hartree: -0.1762

Charge distribution, Löwdin scheme, values in e: -0.242, -0.677, -0.638, -0.047, -0.241, 0.159, 0.094, 0.058, 0.800, 0.763, 0.174, 0.087, 0.037, 0.081, 0.104, 0.190, 0.136, 0.164



Listing max |F| for the structures above in their given order: 0.089 0.124 0.028 0.108 hartree/bohr.